<P>
The following is a quantum chemistry calculation of the molecule C2H2N6, from the Open Molecules 2025 dataset.

Structure (ORCA input):
```
! wB97M-V def2-TZVPD RIJCOSX def2/J DEFGRID3
* xyz 0 1
N -1.3585 -1.0336 0.6037
C 1.0157 0.0604 -0.0460
N -1.7420 0.1996 0.5308
N 0.4788 -1.0461 -0.7905
N -0.6456 -1.4800 -0.4260
H 2.3704 -0.9808 0.6864
H -1.5055 2.0428 -0.5979
N 2.1264 -0.0398 0.6385
N 0.2694 1.2007 -0.3050
C -1.0093 1.0767 -0.2938
*
```

For the molar mass, the calculation gives 110.1 g/mol. Its SMILES is [H]/N=c1/ncnnnn1.

***

<Q>
The following is a quantum chemistry calculation of the molecule C2H2N6, from the Open Molecules 2025 dataset.

Structure (ORCA input):
```
! wB97M-V def2-TZVPD RIJCOSX def2/J DEFGRID3
* xyz 0 1
N 0.5801 -1.5527 -0.6659
C -0.9318 0.0979 -0.0866
H -2.1452 -0.8468 1.0691
N -1.8698 -0.0113 0.6801
N -0.5876 -1.0476 -0.8490
N 1.1720 -1.0453 0.6465
N -0.3200 1.2531 -0.5189
H 1.6986 1.8708 -0.5377
C 0.9968 1.0816 -0.4294
N 1.4070 0.2003 0.6918
*
```

For the molar mass, the calculation gives 110.1 g/mol. Its SMILES is [H]/N=c1/ncnnnn1.

***

Verdict on stability: <P> comes out on top.

***

<P>
The following is a quantum chemistry calculation of a cluster of 2 separate species, C3H7ClOSi in total, from the Open Molecules 2025 dataset.

Structure (ORCA input):
```
! wB97M-V def2-TZVPD RIJCOSX def2/J DEFGRID3
* xyz 0 1
H 0.7967 -2.4199 0.6446
H -0.6995 1.6881 0.5323
H -0.2709 -0.5098 -1.6508
C 1.7665 0.5486 -0.2393
Cl 2.9197 -0.5572 -0.8531
H -1.6456 -2.2494 1.0111
H -0.8531 1.9564 -1.2563
C -0.3131 -0.0838 -0.6180
H -2.0004 0.8297 -0.1472
C -1.0067 1.2783 -0.4182
O 1.9465 1.6052 0.2266
Si -0.4343 -1.4489 0.7988
H -0.2057 -0.6374 1.9696
*
```

For the molar mass, the calculation gives 122.6 g/mol.

***

<Q>
The following is a quantum chemistry calculation of the molecule C3H7ClOSi, from the Open Molecules 2025 dataset.

Structure (ORCA input):
```
! wB97M-V def2-TZVPD RIJCOSX def2/J DEFGRID3
* xyz 0 1
O -0.6296 1.3292 1.3781
Cl -2.6395 -0.3196 -0.5161
H -0.4449 -0.3423 -1.4448
H 0.7427 2.0757 -1.1651
H -0.8667 -2.9497 0.1167
C -0.8598 -0.2327 -0.3788
C 1.0669 1.3998 -0.4098
C -0.2562 0.9917 0.2753
H -0.3619 -1.1400 1.9865
H 1.0911 -1.8393 0.0634
H 1.5629 1.9829 0.3687
H 1.8389 0.7884 -0.8039
Si -0.2440 -1.7440 0.5297
*
```

For the molar mass, the calculation gives 122.6 g/mol. Its SMILES is CC(=O)[C@@H]([SiH3])Cl.

***

Verdict on stability: <Q> comes out on top.

***

<P>
The following is a quantum chemistry calculation of a cluster of 2 separate species, C5H7N3O2 in total, from the Open Molecules 2025 dataset.

Structure (ORCA input):
```
! wB97M-V def2-TZVPD RIJCOSX def2/J DEFGRID3
* xyz 0 1
H -0.6217 2.5487 0.8807
O -1.3363 3.1709 0.6438
H 2.3625 -1.3384 -1.2508
C 0.7561 0.2373 1.0124
C -0.5939 -1.4640 -0.0632
H -0.0641 -2.1354 -1.9880
N -3.1755 -1.5031 -0.3609
H -0.7559 -0.7776 1.9153
N 1.5470 0.2115 -0.0820
C 1.4588 -0.7091 -1.2076
O 0.5384 1.2862 1.6303
C 0.2435 -1.5748 -1.1075
N -0.1727 -0.7791 1.0891
H 2.1255 1.0318 -0.2044
C -2.0236 -1.5992 -0.2379
H -1.7147 3.5342 1.4815
H 1.4263 -0.1398 -2.1508
*
```

For the molar mass, the calculation gives 141.1 g/mol. Its SMILES is N#CC1=CCNC(=O)N1.O.

***

<Q>
The following is a quantum chemistry calculation of the molecule C5H7N3O2, from the Open Molecules 2025 dataset.

Structure (ORCA input):
```
! wB97M-V def2-TZVPD RIJCOSX def2/J DEFGRID3
* xyz 0 1
C -0.7573 0.6931 -0.0620
O -1.8742 1.4791 -2.0654
C 1.8610 -1.2298 1.4843
H 2.6718 -1.3762 0.7605
N -1.0195 -0.5693 -0.5700
C -0.0390 -1.3101 -0.1243
O 0.4493 -2.4017 -0.7042
N 0.6910 -0.6787 0.8292
H -1.5354 0.5880 -2.2570
H 1.6155 -2.1953 1.9421
H -2.4156 3.2090 -1.1247
H 2.1901 -0.5257 2.2536
C -1.1817 1.8622 -0.8358
H 0.6577 1.3573 1.5474
N -1.6416 2.9482 -0.3742
C 0.1991 0.6037 0.9163
H 0.1288 -2.4538 -1.6158
*
```

For the molar mass, the calculation gives 141.1 g/mol. Its SMILES is [H]/N=C(\O)c1cn(C)c(O)n1.

***

<R>
The following is a quantum chemistry calculation of a structure of composition C5H7N3O2, from the Open Molecules 2025 dataset.

Structure (ORCA input):
```
! wB97M-V def2-TZVPD RIJCOSX def2/J DEFGRID3
* xyz 0 1
H 0.0546 1.0844 -2.6483
C 0.9276 0.6914 -0.0309
H -1.0331 1.9761 -1.5480
C 1.7526 0.2127 0.9705
H 1.7910 2.3059 -0.8594
N -2.1727 -1.8688 0.9931
H -2.5286 -1.2218 0.2986
C -0.8905 -2.2109 0.8646
C -0.0046 1.9184 -1.9304
N 0.9369 1.7676 -0.8396
H 2.6681 0.6497 1.3564
O -0.1210 -0.1439 -0.1253
H -2.1721 -2.8450 1.9198
O -0.7146 -3.1157 1.7641
N 1.1649 -0.9086 1.4979
C 0.1202 -1.1448 0.7702
H 0.2214 2.8535 -2.4534
*
```

For the molar mass, the calculation gives 141.1 g/mol.

***

Verdict on stability: <P> comes out on top.

***

<P>
The following is a quantum chemistry calculation of a structure of composition C2H9NS2, from the Open Molecules 2025 dataset.

Structure (ORCA input):
```
! wB97M-V def2-TZVPD RIJCOSX def2/J DEFGRID3
* xyz 0 1
H -0.1976 1.4314 1.2019
H -2.1747 -1.3635 -3.4303
C -0.5288 -0.2596 -0.6813
H 1.3268 0.7920 3.3150
H -2.7957 -0.7797 -1.9353
H -0.4950 -2.1182 -1.7033
C -0.6953 -1.0561 -1.9582
N -1.9982 -0.8102 -2.5865
H 0.1114 -0.7371 -2.6677
S 0.4725 1.4796 2.4780
H -0.7259 0.8353 -0.8638
S 1.1864 -0.4846 -0.0707
H -1.1875 -0.6781 0.0961
H 0.9273 0.2620 1.4132
*
```

For the molar mass, the calculation gives 111.2 g/mol.

***

<Q>
The following is a quantum chemistry calculation of a cluster of 2 separate species, C2H9NS2 in total, from the Open Molecules 2025 dataset.

Structure (ORCA input):
```
! wB97M-V def2-TZVPD RIJCOSX def2/J DEFGRID3
* xyz 0 1
H -0.0031 1.3023 1.1669
C -1.7800 0.3056 1.9392
H 0.2382 -0.3638 1.6854
N -0.6273 -0.1805 -0.1996
H -1.5262 0.7031 2.9163
H 1.1942 0.2552 -1.8531
S 3.1247 -1.3881 -2.4596
H 2.9737 -1.4182 -3.8078
H 0.0622 -0.7825 -0.5945
S 2.3467 0.6223 -2.4211
H -2.5658 0.8500 1.4174
H -0.8899 0.5308 -0.8677
C -0.4414 0.2975 1.1461
H -2.1059 -0.7336 1.9321
*
```

For the molar mass, the calculation gives 111.2 g/mol. Its SMILES is CCN.SS.

***

Verdict on stability: <Q> comes out on top.

***

<P>
The following is a quantum chemistry calculation of a cluster of 2 separate species, C2H9NS2 in total, from the Open Molecules 2025 dataset.

Structure (ORCA input):
```
! wB97M-V def2-TZVPD RIJCOSX def2/J DEFGRID3
* xyz 0 1
H -4.8789 3.5282 -1.2043
H 3.0671 -0.2972 -0.4578
N 2.9055 -1.5431 1.2250
S -5.2493 2.5185 -1.9834
H 3.5983 -2.3608 1.0180
H 2.0715 -1.8631 -0.5177
S -5.8712 1.3169 -0.3317
H 3.7128 -1.0041 1.4400
C 1.1334 -0.0848 0.2678
C 2.3411 -0.9158 0.0397
H 0.4812 0.0850 -0.6042
H 0.4367 -0.6584 0.8794
H -5.0193 0.2907 -0.5533
H 1.2710 0.9881 0.7824
*
```

For the molar mass, the calculation gives 111.2 g/mol. Its SMILES is CCN.SS.

***

<Q>
The following is a quantum chemistry calculation of a cluster of 2 separate species, C2H9NS2 in total, from the Open Molecules 2025 dataset.

Structure (ORCA input):
```
! wB97M-V def2-TZVPD RIJCOSX def2/J DEFGRID3
* xyz 0 1
C -1.0284 0.2970 1.0962
C 1.7017 -0.0065 -1.2385
H 2.0696 -0.2511 -0.2440
N -0.1150 1.0490 1.9331
S 1.0183 -1.6249 -1.8949
H 0.5248 0.4180 2.4062
H -1.9350 0.8369 0.8374
H 2.4290 0.5627 -1.7484
S -1.0418 -1.2645 -2.6117
H -0.4518 0.2178 0.1402
H -0.6014 1.5159 2.7225
H 0.7526 0.6301 -1.1958
H -1.9327 -1.7161 -1.7004
H -1.3900 -0.6643 1.4982
*
```

For the molar mass, the calculation gives 111.2 g/mol. Its SMILES is CSS.CN.

***

Verdict on stability: <Q> comes out on top.

***

<P>
The following is a quantum chemistry calculation of the molecule C4H8N2O2S, from the Open Molecules 2025 dataset.

Structure (ORCA input):
```
! wB97M-V def2-TZVPD RIJCOSX def2/J DEFGRID3
* xyz 0 1
H 2.8520 -0.3075 -0.7584
C 0.5327 1.5559 -0.5203
C 0.2038 -0.6289 0.3411
H 1.1186 2.4958 -0.2994
C 2.4406 -0.0184 0.2683
N -2.0940 -1.6808 -0.0421
H 0.2873 1.4283 -1.6129
H -3.0160 -1.9226 -0.0275
H 3.1925 0.7772 0.7103
N 1.0288 0.4237 0.1895
O 0.4779 -1.7882 0.5776
H -0.3991 1.8525 -0.1449
H -1.2996 -2.4120 0.0051
S -2.4754 0.9494 0.1918
C -1.5316 -0.4687 0.0946
O -3.8926 0.5868 0.0472
H 2.5741 -0.8424 0.9800
*
```

For the molar mass, the calculation gives 148.2 g/mol.

***

<Q>
The following is a quantum chemistry calculation of the molecule C4H8N2O2S, from the Open Molecules 2025 dataset.

Structure (ORCA input):
```
! wB97M-V def2-TZVPD RIJCOSX def2/J DEFGRID3
* xyz 0 1
C -2.2619 -0.5141 0.4812
N 1.1666 0.8274 0.3621
H -0.1363 -1.6539 -1.0774
N -0.8288 -0.2278 0.2137
C 0.1247 -1.2514 -0.0441
H 1.2923 2.5576 -0.1292
O 1.9012 1.8782 -0.0673
C 1.4579 -0.5392 -0.2081
C -0.2821 0.9862 0.2838
H -2.2733 -1.5670 0.7500
H -3.0142 -0.1184 -0.1555
H 0.2028 -1.9743 0.8600
O 1.7917 -0.4473 -1.5629
H -2.4964 0.1196 1.3587
S -0.9281 2.5118 0.3065
H 2.1932 -1.0275 0.4078
H 2.0905 0.4400 -1.7793
*
```

For the molar mass, the calculation gives 148.2 g/mol. Its SMILES is CN1C[C@@H](O)N(O)C1=S.

***

<R>
The following is a quantum chemistry calculation of the molecule C4H8N2O2S, from the Open Molecules 2025 dataset.

Structure (ORCA input):
```
! wB97M-V def2-TZVPD RIJCOSX def2/J DEFGRID3
* xyz 0 1
O -1.0676 -2.2837 -0.5218
H 3.6171 -1.5106 0.4737
C -1.3369 -0.1519 1.0520
N 2.7935 -1.2938 0.0274
H -2.2550 -0.5485 1.3726
O 2.5533 0.9177 0.6775
H 2.2925 -2.1635 -0.4386
N 0.0564 1.0989 -0.3379
H -1.8708 1.8831 0.2358
C 2.1523 -0.0849 0.1478
H -1.6768 0.4397 -0.9307
H 0.7919 -0.5171 -1.4806
H 0.4459 1.3153 0.5643
C 0.6007 -0.1861 -0.5218
S -0.3330 -1.4636 0.4455
H -0.7200 0.0487 1.9034
C -1.3510 0.9604 0.0305
*
```

For the molar mass, the calculation gives 148.2 g/mol.

***

<S>
The following is a quantum chemistry calculation of a cluster of 3 separate species, C4H8N2O2S in total, from the Open Molecules 2025 dataset.

Structure (ORCA input):
```
! wB97M-V def2-TZVPD RIJCOSX def2/J DEFGRID3
* xyz 0 1
H 0.8044 2.3398 -0.6093
N -1.5122 -1.1497 -1.0867
O -3.6124 0.7632 -0.3908
O -3.1324 0.3774 1.7956
H -0.3340 2.3394 0.7642
C -1.0157 -0.8940 0.1198
N 2.0001 -0.0761 0.2568
H 1.8844 -0.9964 0.5734
H -0.5778 -1.3674 2.0848
H -1.9942 -1.9545 -1.2427
H 2.1806 -0.0508 -0.7061
H -1.4981 -0.3452 -1.7494
H 0.5329 0.1705 1.6608
C 0.4471 1.7601 0.2900
C -3.4368 0.5386 0.7021
C 0.9264 0.5765 0.7370
S -1.0189 -2.1581 1.1927
*
```

For the molar mass, the calculation gives 148.2 g/mol.

***

Verdict on stability: <R> comes out on top.

***

<P>
The following is a quantum chemistry calculation of a cluster of 2 separate species, C7H10O in total, from the Open Molecules 2025 dataset.

Structure (ORCA input):
```
! wB97M-V def2-TZVPD RIJCOSX def2/J DEFGRID3
* xyz 0 1
C 0.0347 0.3966 -1.6917
H 0.8366 0.1443 3.4423
H -3.1572 -0.5635 -2.3239
H 0.6343 1.6398 4.7086
C -1.9868 -0.5070 -2.1161
H -2.1264 -2.7225 -1.8791
H -1.6146 1.7270 -1.9847
C -1.2869 0.7014 -2.0058
C -0.0384 -1.9022 -1.9549
H 1.7307 -0.7528 -1.1931
C -1.4316 -1.7458 -2.0788
H 0.6032 -2.7914 -1.9891
C 0.9520 1.2513 3.6433
O 2.2557 1.4409 3.4377
H 0.3880 1.6459 2.7680
H 2.8389 1.5053 4.2444
H 0.6632 1.2892 -1.4941
C 0.7048 -0.7565 -1.5329
*
```

For the molar mass, the calculation gives 110.2 g/mol. Its SMILES is c1ccccc1.CO.

***

<Q>
The following is a quantum chemistry calculation of the molecule C7H10O, from the Open Molecules 2025 dataset.

Structure (ORCA input):
```
! wB97M-V def2-TZVPD RIJCOSX def2/J DEFGRID3
* xyz 0 1
H -0.4257 0.1136 2.2700
H -1.1046 -1.6585 1.4819
H 0.9140 -1.4620 2.0204
O 0.0222 -2.7385 -0.8322
H 1.6931 -1.6227 -0.2654
H 0.8555 -0.8134 -1.6409
H -0.8476 0.9069 1.8524
H -0.4708 -2.5963 -1.7215
C 0.1873 1.2991 -1.2945
C 0.6740 -1.4139 -0.6903
C 0.4560 1.7849 -2.3915
C -0.1866 0.8949 -0.0465
C 0.0180 -0.4467 0.2436
H -1.4974 2.6347 0.5744
C -0.6907 1.7512 1.0027
H 0.1748 2.4734 1.3320
C -0.1808 -0.9026 1.7225
H 0.4093 1.7961 -3.6170
*
```

For the molar mass, the calculation gives 110.2 g/mol. Its SMILES is C#C/C(C)=C(/C)CO.

***

<R>
The following is a quantum chemistry calculation of the molecule C7H10O, from the Open Molecules 2025 dataset.

Structure (ORCA input):
```
! wB97M-V def2-TZVPD RIJCOSX def2/J DEFGRID3
* xyz 0 1
C -1.4186 0.0005 0.4853
C 2.0061 -0.4090 -0.5697
H 1.8321 0.2586 1.6314
C -1.6686 -1.3737 -0.0193
C -0.4250 -0.7312 -0.6001
H -1.6526 1.8749 -0.8789
O 0.3838 1.4336 -0.0811
H -1.6001 -2.1454 0.6741
H -1.2758 2.1875 0.7278
H -2.4571 -1.4653 -0.7516
C -1.0880 1.4372 0.0010
H 2.0008 -1.0714 -1.2522
H 2.9664 0.2392 -0.6459
C 0.6608 0.0578 -0.2241
H -0.7823 -0.5165 -1.6933
H -0.6048 -0.0523 1.3654
C 1.4724 -0.5217 0.9206
H 1.2683 -1.5371 1.5106
*
```

For the molar mass, the calculation gives 110.2 g/mol. Its SMILES is C1OC2(CC2)[C@H]2C[C@H]12.

***

<S>
The following is a quantum chemistry calculation of the molecule C7H10O, from the Open Molecules 2025 dataset.

Structure (ORCA input):
```
! wB97M-V def2-TZVPD RIJCOSX def2/J DEFGRID3
* xyz 0 1
H 0.0510 0.1384 -1.8989
H 2.1596 -1.9222 -0.3672
H -2.4115 1.3164 0.0207
H -2.5554 -0.2884 -0.7855
H -0.0398 1.0310 1.7072
H 2.5999 1.9018 -0.0739
C -0.6619 -0.2204 0.0445
C -0.0043 -1.4321 -0.2102
H -0.3820 -2.4007 -0.9381
C -2.1048 0.1455 0.2109
H 0.7069 -0.3976 2.1384
H -2.8109 -0.3038 0.9493
C 0.1620 0.6742 -0.9026
C 0.2769 0.1369 1.2626
O 2.5521 0.9319 -0.0146
H -0.1471 1.5714 -1.0164
C 1.3645 0.3658 0.0501
C 1.2450 -1.2480 -0.1764
*
```

For the molar mass, the calculation gives 110.2 g/mol. Its SMILES is C[C@]12C=C[C@](O)(C1)C2.

***

Verdict on stability: <P> comes out on top.